Below is a molecular structure, C6H26NO7, with properties calculated with ωB97M-V/def2-TZVPD.

```
40
Properties=species:S:1:pos:R:3:forces:R:3:lowdin_charge:R:1
C 2.11667 -0.41521 2.44586 -0.563 2.483 1.825 -0.14
N 0.93125 -0.23532 1.57656 1.114 -0.179 1.032 -0.10
C 0.62952 1.12175 1.07391 1.795 -1.117 0.327 -0.33
C -0.80245 1.14873 0.64299 0.707 1.215 -1.013 -0.22
C -1.84002 0.43803 1.37867 -1.504 -3.030 -1.266 -0.26
C -3.13684 0.24782 0.47802 -0.471 -0.048 0.024 -0.09
C 1.56026 1.30345 -0.17367 0.898 2.791 -2.026 -0.18
O 0.97153 2.00994 -1.33306 1.935 -0.535 0.371 -0.21
H 1.89114 -1.21381 3.17461 0.354 0.373 -0.195 0.06
H 3.10496 -0.53562 2.05352 0.490 -0.752 -1.207 0.04
H 2.38909 0.58733 3.03906 -1.308 -1.898 -0.809 0.11
H 1.02897 -0.85340 0.76949 -0.286 0.114 0.111 0.08
H 0.85959 1.87884 1.91904 -0.205 -1.056 -1.359 0.15
H -0.84409 0.61666 -0.28451 0.425 0.235 -1.092 0.09
H -0.97158 2.20038 0.45448 -0.713 0.274 -0.353 0.13
H -1.41981 -0.59679 1.53652 -0.526 1.027 0.391 0.12
H -2.19400 0.87154 2.26393 -0.195 0.548 1.514 0.06
H -3.80126 1.12117 0.67836 0.145 -0.705 -0.149 0.06
H -3.69507 -0.72000 0.73968 0.714 1.434 -0.308 0.08
H -2.98569 0.27536 -0.64747 0.232 -0.184 1.388 0.06
H 1.98393 0.38226 -0.67489 -0.540 0.346 1.536 0.12
H 2.40021 2.03366 0.00331 -0.226 -1.261 0.794 0.11
H -2.45311 -0.57265 -2.80386 -2.324 2.522 -1.230 0.11
H -2.32911 0.37810 -3.90608 0.730 0.814 -1.376 -0.02
O -3.01942 0.19252 -3.29642 1.616 -3.380 2.539 -0.10
H -0.42033 0.77181 -3.02092 -1.168 0.703 -0.368 0.00
H 1.28527 1.34222 -2.09504 -1.985 2.162 1.908 0.08
O 0.26035 0.30052 -2.59377 0.515 -2.958 -0.542 -0.26
H 1.59006 -0.37578 -3.16423 0.619 0.006 -0.672 -0.04
H 1.93754 -1.73510 -2.73886 1.535 1.652 -1.495 0.04
O 2.38056 -0.97390 -3.28262 -1.569 -1.927 1.682 -0.16
H -1.25841 0.69456 4.08335 1.261 2.115 0.209 0.08
H -0.16394 1.69245 3.68229 3.519 0.222 -3.294 -0.07
O -0.82864 1.59586 4.26608 -4.686 -2.354 3.223 -0.04
H 0.15069 -0.79348 -1.97417 -0.100 -0.769 0.016 0.03
H -0.65484 -2.21650 -1.44203 -0.446 -0.411 0.110 -0.01
O 0.24679 -1.91359 -1.45340 0.048 1.940 -0.743 -0.25
H 1.89202 -3.17795 0.31170 -0.151 1.487 1.051 -0.04
H 1.39913 -3.17633 -1.23569 0.425 -0.407 2.534 0.03
O 1.80905 -3.69953 -0.45076 -0.112 -1.491 -3.090 -0.12
```
Forces are in eV/Å.

Computed properties:
E_tot, a.u.: -825.55826
LUMO, eV: 3.06
Charge: -1
Frontier orbital gap, Eh: 0.3031
Molar mass, g/mol: 224.3
Energy relative to the best compared isomer or geometry (same formula, charge and spin), kJ/mol: 440.4

***

Below is a molecular structure, C6H27B2N5NiO3, with properties calculated with ωB97M-V/def2-TZVPD.

```
44
Properties=species:S:1:pos:R:3:forces:R:3:mulliken_spin:R:1
Ni -0.23308 0.81884 0.11417 -0.493 0.454 -0.381 1.67
B 0.46739 2.73023 -1.17546 0.224 0.810 0.598 0.02
H -0.65999 2.34452 -1.10949 -0.693 0.078 -0.325 0.02
H 0.57890 3.68001 -0.43313 -0.133 0.243 -0.030 0.00
H 1.17870 1.91529 -0.66893 0.782 -0.369 0.033 0.02
H 0.81794 3.01651 -2.29417 0.057 -0.375 -0.316 0.01
B -2.27935 1.49340 1.26247 0.188 0.216 0.833 0.05
H -2.07895 0.45710 0.72035 -0.640 -0.854 -0.233 0.01
H -1.34035 2.19083 0.98211 0.411 0.658 -0.190 0.04
H -3.29447 2.06685 0.98253 -0.116 -0.125 -0.358 0.00
H -2.18812 1.32788 2.46578 0.040 -0.144 0.242 0.00
C 1.99511 0.06383 3.75286 -0.572 -0.325 0.442 0.00
C 1.32560 -0.09052 2.39205 0.262 0.963 0.259 -0.01
C 0.11956 -0.99644 2.48129 0.526 -0.588 0.226 0.01
O -0.34351 -1.23628 1.16580 -0.082 0.077 0.134 0.03
C -1.50601 -2.04648 1.13315 -0.010 -0.667 0.136 0.00
N 0.83291 1.22344 1.89101 0.340 -1.044 -0.258 0.08
H 1.22983 0.34308 4.48845 0.102 0.184 -0.058 0.00
H 2.76495 0.83108 3.75816 0.089 -0.034 -0.104 0.00
H 2.39937 -0.87872 4.12931 0.199 0.033 -0.211 0.00
H 2.04856 -0.45634 1.66192 -0.157 -0.197 -0.086 0.00
H -0.66851 -0.55665 3.10244 -0.046 0.211 -0.168 0.00
H 0.42059 -1.93586 2.97044 -0.076 -0.040 -0.199 0.00
H -2.01587 -1.86678 0.19272 -0.066 0.130 0.030 0.00
H -2.16449 -1.86471 1.98424 -0.084 0.384 -0.147 0.00
H -1.22305 -3.10846 1.20103 0.111 0.119 -0.100 0.00
H 0.29577 1.64167 2.64401 -0.279 0.353 -0.361 0.00
H 1.58955 1.83776 1.60977 -0.018 0.101 0.136 0.00
C -1.64427 -0.05962 -2.70407 0.547 0.369 -0.367 0.00
O -1.39130 -0.02697 -1.51044 -0.200 -0.470 0.628 0.03
N -2.80397 -0.59691 -3.17030 -0.067 -0.103 -0.237 0.00
N -0.78261 0.41460 -3.64389 -0.495 -0.502 -0.227 0.00
H -3.47476 -0.95542 -2.51633 0.075 0.106 0.104 0.00
H -2.98732 -0.70324 -4.15173 -0.006 0.043 0.092 0.00
H 0.07868 0.85397 -3.37096 -0.127 0.281 0.258 0.00
H -1.07748 0.43342 -4.60303 0.223 0.198 -0.012 0.00
C 1.78862 -1.18832 -1.67948 0.430 -0.070 0.035 0.00
O 1.30810 -0.32734 -0.96788 -0.053 0.136 0.317 0.02
N 1.67524 -2.51725 -1.38994 0.028 -0.236 -0.162 0.00
N 2.53996 -0.86010 -2.76983 -0.145 -0.342 -0.145 0.00
H 1.84874 -3.22111 -2.08618 0.007 0.069 -0.009 0.00
H 1.05020 -2.76299 -0.64177 -0.077 0.168 0.024 0.00
H 2.69418 0.11418 -2.96078 0.008 0.035 0.160 0.00
H 3.10895 -1.54196 -3.23826 -0.014 0.068 -0.005 0.00
```
Forces are in eV/Å.

Computed properties:
E_tot, a.u.: -2302.28103
LUMO (spin up / spin down), eV: 0.19 / 0.19
Expectation value of S²: 2.00
Frontier orbital gap (spin up / spin down), Eh: 0.3147 / 0.3197
Molar mass, g/mol: 297.6
Energy relative to the best compared isomer or geometry (same formula, charge and spin), kJ/mol: 4.5
2S+1: 3

***

Below is 8 unconnected molecules or ions with the total composition C6H27O8, with properties calculated with ωB97M-V/def2-TZVPD.

```
41
Properties=species:S:1:pos:R:3:forces:R:3:lowdin_charge:R:1
C -2.09340 0.99517 2.48351 -0.339 -0.768 3.737 -0.27
O -1.37192 2.06540 3.12000 -0.044 -0.253 -0.402 -0.11
C -1.20328 -0.05042 1.86625 -1.931 1.069 -3.518 -0.21
C -2.00002 -1.25863 1.35232 -1.168 0.028 0.957 -0.21
C -1.53920 -2.05270 0.18957 0.823 -2.067 -2.437 -0.23
C -1.64359 -1.46178 -1.23617 -0.573 4.806 2.292 -0.28
C -2.99550 -1.44053 -1.90733 -0.912 -1.718 1.037 -0.11
H -2.72508 1.44300 1.76988 -1.268 0.276 -0.798 0.09
H -2.70604 0.49680 3.42469 0.935 0.971 -2.537 0.16
H -0.49269 -0.20465 2.56189 2.584 -1.360 2.174 0.06
H -0.67465 0.42366 0.99138 -0.378 -0.472 0.731 0.13
H -2.23146 -2.01391 2.11207 0.361 0.377 0.550 0.11
H -3.01166 -0.91513 1.10646 -0.077 0.313 -0.101 0.11
H -0.47336 -2.40257 0.24367 -0.873 0.448 0.476 0.11
H -2.14834 -3.00771 0.07409 0.510 0.825 0.656 0.12
H -0.93033 -1.92797 -1.77790 2.098 -1.556 -2.114 0.06
H -1.26036 -0.37943 -1.21486 -0.115 -1.569 0.227 0.09
H -3.29739 -0.68092 -2.62762 0.618 0.132 0.223 0.06
H -2.99495 -2.41925 -2.38524 -0.785 -0.131 -0.396 0.06
H -3.76096 -1.48864 -1.09628 0.187 0.179 -0.674 0.08
H 1.75788 -0.91814 1.60696 0.329 -0.317 3.115 -0.04
H 2.32552 -0.10054 0.33566 -0.498 -0.739 0.865 0.02
O 1.65541 -0.94190 0.70281 0.363 1.270 -3.723 -0.16
H 4.12903 0.40484 0.51043 -1.947 1.348 -1.196 0.06
H 1.89984 0.94072 1.93016 -2.217 2.264 1.646 0.10
O 3.32317 0.89815 0.11291 1.193 -1.592 2.205 -0.33
H 1.16904 -0.51425 -2.87800 2.154 -3.444 -0.817 -0.01
H 1.17923 0.94867 -2.79544 1.067 2.533 -0.496 -0.01
O 0.65854 0.20177 -2.68786 -4.521 0.962 0.936 0.02
H -2.02710 1.12681 -1.28557 1.774 -1.752 1.367 -0.05
H -2.15704 2.36410 -2.05192 -0.608 -0.433 0.120 0.06
O -2.67923 1.60944 -1.71500 -1.278 2.488 -1.520 -0.04
H -0.43000 1.94635 2.91286 -0.128 -0.156 0.101 0.01
H 1.35532 2.39621 1.92950 -0.030 -0.734 0.594 0.07
O 1.24458 1.58907 2.48585 2.818 -1.000 -2.461 -0.13
H 2.42974 0.47698 -2.49469 2.609 0.468 0.068 -0.04
H 3.20384 0.91528 -1.25698 1.141 0.638 -1.334 -0.04
O 3.28168 0.96452 -2.34169 -1.853 -0.600 0.762 -0.21
H 2.54070 -1.52021 -0.71408 0.521 -0.712 -0.454 0.00
H 3.76333 -1.02268 -1.37424 1.988 2.442 -0.252 -0.05
O 3.19000 -1.73070 -1.43273 -2.529 -2.465 0.391 -0.07
```
Forces are in eV/Å.

Computed properties:
E_tot, a.u.: -846.68165
LUMO, eV: 3.08
Charge: -1
Frontier orbital gap, Eh: 0.3461
Molar mass, g/mol: 227.3
Energy relative to the best compared isomer or geometry (same formula, charge and spin), kJ/mol: 290.6